1.
Below is a 2-piece molecular cluster, C4H10NO3 overall, with properties calculated with ωB97M-V/def2-TZVPD.

As for the orbital gap: 7.903 eV. For the electronic energy, the calculation gives -11943.8515 eV. The value obtained for the relative energy (zero: lowest compared OMol25 entry of this formula, charge and spin) is 149.1 kJ/mol.

ORCA input file:
```
! RIJCOSX wB97M-V def2-TZVPD def2/J DEFGRID3
* xyz -1 1
C -1.7004 0.5358 -0.0239
N -0.3683 -0.0929 -0.1017
C -0.4114 -1.2619 -0.9846
C 0.6259 0.8667 -0.6443
C 2.0370 0.3252 -0.1693
O 2.6174 -0.4733 -0.9361
O 2.3590 0.7326 0.9677
H -1.6861 1.5318 -0.4851
H -1.8044 0.8315 1.0318
H -2.5250 -0.0510 -0.4368
H -0.9583 -1.0815 -1.9168
H -0.8766 -2.0627 -0.4190
H 0.5934 -1.5794 -1.2427
H 0.5862 0.7845 -1.7460
H 0.5951 1.8841 -0.2753
H 0.0432 -0.7154 1.8459
H 0.8531 0.1576 2.7973
O 0.0203 -0.3318 2.7390
*
```

2.
Below is a 2-piece molecular cluster, C4H10NO3 overall, with properties calculated with ωB97M-V/def2-TZVPD.

As for the orbital gap: 8.965 eV. For the electronic energy, the calculation gives -11944.7031 eV. The value obtained for the relative energy (zero: lowest compared OMol25 entry of this formula, charge and spin) is 66.9 kJ/mol.

ORCA input file:
```
! RIJCOSX wB97M-V def2-TZVPD def2/J DEFGRID3
* xyz -1 1
C 0.6290 0.8335 -1.6109
O 1.2287 1.7913 -0.7790
C 1.3216 -0.5304 -1.4989
N 0.3965 -1.6046 -1.7860
H -0.4448 0.7063 -1.4105
H 0.6409 1.2089 -2.6423
H 0.9311 1.5574 0.1335
H 2.1446 -0.5559 -2.2208
H 1.7553 -0.5469 -0.4976
H -0.1803 -1.7279 -0.9694
H 0.8469 -2.4723 -2.0204
O 0.2464 0.9180 1.5715
C -0.6626 0.0530 1.6417
O -0.7443 -1.0008 0.9767
C -1.8195 0.3028 2.6186
H -2.1541 -0.6753 2.9542
H -1.4983 0.9402 3.4403
H -2.6371 0.8026 2.0994
*
```

3.
Below is a 2-piece molecular cluster, C4H10NO3 overall, with properties calculated with ωB97M-V/def2-TZVPD.

As for the orbital gap: 7.295 eV. For the electronic energy, the calculation gives -11942.4938 eV. The value obtained for the relative energy (zero: lowest compared OMol25 entry of this formula, charge and spin) is 280.1 kJ/mol.

ORCA input file:
```
! RIJCOSX wB97M-V def2-TZVPD def2/J DEFGRID3
* xyz -1 1
O 0.4542 -2.7158 -1.3404
C 1.1209 -1.7891 -0.9436
C 0.6593 -0.3618 -1.0786
C -0.4175 -0.0082 -0.0188
C -0.0876 1.3377 0.6456
O -1.0445 1.7210 1.5301
N 0.3166 -0.1183 -2.4589
H 2.1166 -2.0243 -0.5306
H 1.5463 0.2392 -0.8418
H -0.4901 -0.7760 0.7421
H -1.3539 0.1267 -0.5529
H 0.9481 1.3486 1.0558
H -0.0105 2.0694 -0.2014
H 0.1634 0.8503 -2.6725
H -0.3050 -0.7819 -2.9019
H -1.2812 0.3938 3.9381
H -1.2355 0.6544 2.4652
O -1.0996 -0.1656 3.1644
*
```

Number 1: HOMO -4.1 eV. Number 2: HOMO -4.7 eV. Number 3: HOMO -3.5 eV.